Density functional theory data (the ωB97M-V functional and the def2-TZVPD basis) for a single C17H24N2O2 molecule.

Results
SMILES: Cc1ccc(CCNC(=O)[C@@H]2CCC(=O)N2C(C)C)cc1
Molecular weight: 288.39 g/mol
Kohn-Sham gap: 9.76 eV

Geometry as XYZ:
```
45
Properties=species:S:1:pos:R:3:forces:R:3
C -4.2090 -2.3307 0.2976 -0.06 0.04 -0.01
C -3.4962 -1.0198 0.1612 0.03 0.00 0.03
C -3.5844 -0.2900 -1.0189 0.02 -0.02 0.02
C -2.9416 0.9260 -1.1501 0.01 -0.01 0.04
C -2.1911 1.4493 -0.1036 -0.02 0.15 0.07
C -1.4618 2.7534 -0.2527 0.16 -0.09 -0.12
C -0.1894 2.5912 -1.1016 -0.03 0.30 0.26
N 0.6660 1.5331 -0.6074 -0.13 -0.12 -0.41
C 1.2985 1.6123 0.5759 0.18 -0.67 -0.09
O 1.2969 2.5961 1.2855 -0.01 0.39 0.29
C 2.1158 0.3633 0.9547 0.01 0.32 0.23
C 3.6033 0.6186 0.6502 0.02 0.09 -0.04
C 3.7842 -0.0047 -0.7288 0.09 -0.05 0.03
C 2.7207 -1.0940 -0.7789 0.46 0.26 -0.20
O 2.6915 -2.0285 -1.5481 0.04 -0.34 -0.20
N 1.7964 -0.8094 0.1711 -0.14 0.20 0.34
C 0.6841 -1.6823 0.5293 -0.16 -0.42 -0.12
C 1.2218 -2.9653 1.1635 -0.06 0.23 -0.01
C -0.1892 -2.0009 -0.6826 0.10 0.07 0.12
C -2.1007 0.7203 1.0739 -0.01 0.08 -0.07
C -2.7473 -0.4961 1.2055 -0.07 -0.06 -0.07
H -4.0780 -2.9355 -0.5979 -0.01 -0.10 -0.02
H -3.8417 -2.8872 1.1565 -0.01 -0.08 0.04
H -5.2779 -2.1632 0.4321 -0.07 -0.08 0.02
H -4.1645 -0.6814 -1.8426 -0.06 -0.05 -0.09
H -3.0275 1.4805 -2.0743 -0.02 0.07 -0.11
H -1.1687 3.1266 0.7288 -0.04 0.06 -0.05
H -2.1007 3.4961 -0.7338 0.00 0.05 0.04
H -0.4440 2.3567 -2.1363 0.04 0.03 0.04
H 0.3737 3.5286 -1.0715 -0.07 -0.06 -0.12
H 0.6442 0.6413 -1.0772 0.04 0.06 0.13
H 1.9503 0.1821 2.0220 -0.03 0.06 -0.12
H 3.8391 1.6806 0.6818 0.00 -0.02 0.08
H 4.2266 0.1041 1.3825 -0.05 0.01 0.01
H 4.7731 -0.4276 -0.8928 -0.06 -0.03 -0.06
H 3.5829 0.7103 -1.5292 0.00 -0.02 -0.04
H 0.0838 -1.1324 1.2629 0.10 -0.04 -0.11
H 1.8491 -2.7332 2.0217 0.06 -0.01 0.11
H 1.8141 -3.5102 0.4332 0.05 -0.08 -0.05
H 0.4000 -3.5953 1.4921 -0.09 -0.10 0.06
H -0.6655 -1.1033 -1.0718 -0.12 0.10 -0.04
H 0.4141 -2.4569 -1.4623 -0.01 -0.04 -0.03
H -0.9731 -2.6940 -0.3912 -0.14 -0.05 0.03
H -1.5221 1.1151 1.8975 0.07 0.07 0.10
H -2.6692 -1.0454 2.1334 0.01 -0.08 0.10
```
Forces are in eV/Å.

***

Density functional theory data (the ωB97M-V functional and the def2-TZVPD basis) for a 16-piece molecular cluster, C19H43Cl30NPS overall in a non-equilibrium geometry.

Results
Molecular weight: 1412.19 g/mol
Kohn-Sham gap: 8.82 eV
Net charge: +1

Geometry as XYZ:
```
95
Properties=species:S:1:pos:R:3:forces:R:3
C 4.3397 -2.7092 1.3557 -0.21 0.16 -0.21
C 3.4648 -1.4733 1.3242 0.10 -0.89 -0.35
C 3.0620 -1.1150 -0.0995 0.03 1.19 0.37
C 3.9623 -0.0595 -0.7209 -0.10 -0.52 -0.11
P 1.3073 -0.7079 -0.2369 0.26 0.36 0.31
N 0.4265 -2.0582 -0.5939 0.65 0.05 0.21
S 0.4548 -0.0686 1.5227 -0.82 -0.30 0.21
H 4.1922 -3.2492 2.2585 0.00 -0.48 0.85
H 5.3674 -2.4484 1.2827 0.99 0.14 -0.06
H 4.1227 -3.3797 0.5480 -0.20 -0.52 -0.48
H 2.6108 -1.6504 1.9430 -0.62 -0.01 0.45
H 4.0299 -0.6775 1.7433 0.15 0.96 0.53
H 3.1858 -2.0024 -0.6745 -0.30 -0.81 -0.68
H 4.7686 -0.5676 -1.1965 0.80 -0.36 -0.37
H 4.3925 0.5802 0.0103 0.15 0.75 0.62
H 3.4858 0.5014 -1.4919 -0.40 0.62 -0.57
H 1.0886 0.2076 -1.2617 0.10 0.15 -0.14
H 1.0443 -2.5940 -1.2235 -0.72 -0.20 -0.02
H 0.3618 -2.5707 0.2898 -0.34 -0.39 -0.17
H 1.0988 1.0681 1.7902 0.44 0.16 -0.37
C 5.7987 -4.8546 4.2747 0.03 0.03 0.02
Cl 6.8435 -3.4533 4.5278 -0.03 0.01 -0.01
Cl 6.0758 -5.6203 2.7028 -0.05 0.32 0.05
H 6.0002 -5.5853 5.0463 0.08 -0.06 0.03
H 4.7675 -4.5299 4.3205 -0.08 0.03 -0.04
C 1.9022 -4.1648 -4.3284 0.06 -0.13 -0.23
Cl 2.5276 -3.3258 -2.8810 0.00 -0.05 -0.17
Cl 0.2674 -3.7104 -4.7832 0.01 -0.03 0.16
H 2.5637 -3.9180 -5.1471 0.08 0.09 -0.01
H 1.9178 -5.2278 -4.1312 -0.01 -0.05 0.15
C 0.7202 -3.7799 3.7213 0.17 0.01 0.09
Cl 1.7969 -5.1725 3.7053 -0.04 0.14 -0.05
Cl -0.2292 -3.6628 2.2210 -0.14 -0.07 0.12
H 0.0311 -3.8711 4.5493 -0.14 -0.05 -0.01
H 1.3128 -2.8797 3.8195 0.03 0.09 -0.04
C 7.2566 -5.2838 -0.9791 0.01 0.22 -0.08
Cl 5.7902 -4.8719 -1.8958 -0.03 0.13 0.01
Cl 8.6429 -4.3166 -1.4919 0.01 -0.01 0.03
H 7.0672 -5.0894 0.0647 -0.05 0.09 0.10
H 7.4829 -6.3246 -1.1394 -0.03 -0.13 -0.12
C -0.8247 -0.2869 -4.5002 -0.19 0.20 -0.06
Cl -2.0393 0.1500 -5.7025 0.03 0.02 0.05
Cl 0.6286 0.7195 -4.6101 0.09 -0.01 0.09
H -1.2505 -0.1588 -3.5160 -0.09 0.08 0.13
H -0.5416 -1.3097 -4.6614 0.13 -0.19 -0.08
C -3.5690 2.5303 -0.7383 0.04 0.09 0.07
Cl -2.0881 1.7176 -0.1726 -0.06 0.03 -0.06
Cl -4.9080 2.2867 0.3836 -0.12 0.01 -0.13
H -3.3669 3.5898 -0.8154 0.04 0.07 0.06
H -3.8404 2.1211 -1.6980 -0.03 -0.15 -0.13
C 10.2303 -7.2438 0.8916 0.01 -0.06 -0.09
Cl 10.4347 -8.8941 0.3007 0.00 0.02 -0.01
Cl 8.5975 -6.9562 1.5218 0.33 -0.12 0.04
H 10.9360 -7.0697 1.6915 0.01 -0.03 0.10
H 10.4044 -6.5587 0.0723 -0.04 0.04 -0.07
C -7.6848 5.1797 0.8216 -0.08 0.00 0.00
Cl -9.2441 5.8125 0.2963 0.00 -0.01 0.00
Cl -6.3381 6.1720 0.2379 0.11 -0.01 -0.01
H -7.6578 5.1725 1.9023 0.00 0.07 0.08
H -7.5641 4.1794 0.4292 0.02 -0.05 -0.09
C -7.3144 9.8667 -1.1686 0.01 -0.01 -0.01
Cl -8.7156 10.5992 -0.3740 0.08 -0.05 0.08
Cl -5.8260 10.7532 -0.8223 0.01 -0.04 -0.02
H -7.2078 8.8527 -0.8086 0.00 -0.05 0.12
H -7.4803 9.8722 -2.2369 -0.02 0.09 -0.08
C 4.5541 -8.2267 -2.9128 0.01 0.07 -0.02
Cl 3.0426 -8.9967 -2.4203 -0.03 0.02 0.00
Cl 5.7796 -8.2779 -1.6450 0.00 -0.26 0.08
H 4.9394 -8.7404 -3.7824 0.02 -0.10 -0.03
H 4.3535 -7.1876 -3.1378 -0.01 0.08 0.03
C -11.4913 11.6487 -2.3830 -0.02 -0.06 0.02
Cl -12.0491 13.2618 -1.9084 0.05 0.00 0.10
Cl -12.8365 10.5689 -2.7621 0.02 0.00 -0.02
H -10.8726 11.7496 -3.2637 -0.01 0.05 -0.10
H -10.9262 11.2279 -1.5633 -0.10 0.01 0.03
C -3.2115 2.2755 3.3508 -0.02 -0.02 0.01
Cl -1.7687 1.5030 4.0400 0.10 0.00 -0.01
Cl -4.6362 2.0292 4.3561 -0.02 0.00 -0.02
H -3.0230 3.3372 3.2694 0.04 0.08 0.05
H -3.3954 1.8435 2.3780 0.05 -0.08 0.07
C 2.6824 -8.9772 3.0748 -0.04 0.00 0.01
Cl 3.7874 -7.6032 3.2789 -0.11 -0.36 -0.01
Cl 2.9231 -9.7666 1.5173 -0.02 0.00 -0.01
H 2.8712 -9.6918 3.8637 0.09 -0.05 0.04
H 1.6652 -8.6125 3.1261 -0.05 0.07 -0.03
C 1.9807 1.9475 5.3989 0.08 0.04 0.01
Cl 1.2335 0.3412 5.3475 -0.03 -0.06 -0.06
Cl 3.7424 1.8592 5.3927 -0.01 0.00 -0.03
H 1.6603 2.5032 4.5284 -0.05 0.01 -0.07
H 1.6575 2.4428 6.3036 -0.01 -0.03 0.11
C -12.2904 14.3069 -5.2816 -0.09 0.05 -0.07
Cl -11.2523 12.9611 -5.7858 0.04 0.00 0.04
Cl -13.5700 14.6218 -6.4573 0.00 0.02 0.01
H -12.7417 14.0561 -4.3332 -0.06 -0.09 0.00
H -11.6806 15.1946 -5.1876 0.09 0.04 -0.07
```
Forces are in eV/Å.

***

Density functional theory data (the ωB97M-V functional and the def2-TZVPD basis) for a 2-piece molecular cluster, C5H10FO5S overall in a non-equilibrium geometry.

Results
Molecular weight: 201.20 g/mol
2S+1: 3
Kohn-Sham gap (alpha / beta): 6.10 / 7.62 eV
Net charge: -1

Geometry as XYZ:
```
22
Properties=species:S:1:pos:R:3:forces:R:3
C 1.6807 2.3053 -0.6454 -1.65 0.36 1.29
C 0.5663 -2.9844 0.1247 0.78 -1.80 0.58
C 0.3483 2.3492 0.2186 -1.14 0.74 -0.38
C 0.3346 -1.7490 -0.6857 1.83 -0.23 3.08
C -0.0887 0.0327 0.8904 4.89 0.15 2.66
O -2.4625 0.9556 -1.1886 -0.39 -0.17 0.53
O -3.1881 0.8540 1.2325 -0.30 0.33 -0.34
O -3.1398 -1.2032 -0.1260 -0.44 -0.42 -0.39
O 0.3315 1.3048 1.2946 -0.62 0.18 -2.71
O 0.8635 -0.6598 0.0909 -1.28 2.07 0.45
F -0.0829 -0.6015 2.1499 -0.86 -0.07 -1.22
S -2.6136 0.1556 0.0689 -0.56 0.32 -0.32
H 1.4960 2.9366 -1.5349 0.29 -0.20 0.43
H 2.5434 2.7045 -0.0283 -0.80 -0.90 -0.93
H 1.6815 1.2489 -0.9523 0.94 0.47 0.06
H 0.4348 -2.7598 1.1859 -0.41 0.04 -0.17
H -0.1701 -3.7865 -0.1481 0.92 0.47 0.15
H 1.6430 -3.3354 0.0982 -1.18 0.10 -0.40
H -0.5921 2.2546 -0.4722 1.72 -0.31 1.29
H 0.1822 3.3593 0.7478 0.53 -1.68 -0.50
H -0.6702 -1.6387 -0.7731 -2.96 0.57 -0.99
H 0.9023 -1.7431 -1.5477 0.69 -0.01 -2.15
```
Forces are in eV/Å.

***

Density functional theory data (the ωB97M-V functional and the def2-TZVPD basis) for C46H36N5O12S3W as an isolated structure in a non-equilibrium geometry.

Results
Molecular weight: 1130.86 g/mol
Kohn-Sham gap: 5.88 eV
Net charge: -1

Geometry as XYZ:
```
103
Properties=species:S:1:pos:R:3:forces:R:3
W 0.4527 -0.9837 0.1838 -0.32 1.75 -1.00
O -0.5705 -0.4320 -1.5300 0.14 -0.31 -0.19
C -0.3244 -0.0417 -2.7076 -0.22 0.18 0.08
C -1.2891 0.0969 -3.7185 0.09 -0.04 0.00
C -1.1020 0.9770 -4.7696 -0.08 -0.01 -0.06
C -0.2595 2.1029 -4.8104 0.05 -0.01 0.02
C 0.4986 2.5295 -3.7289 -0.03 -0.01 0.04
C 0.8586 1.6531 -2.7108 0.04 -0.04 -0.05
C 1.0241 2.0280 -1.3650 -0.03 0.01 0.07
N 0.9544 1.2734 -0.2967 0.24 -0.01 0.04
N 1.0744 2.0338 0.8482 -0.07 0.01 -0.01
C 0.6268 1.3754 1.8506 -0.19 -0.17 0.03
O 0.0895 0.1835 1.6795 -0.18 0.22 0.49
C 0.6471 1.9231 3.2176 0.03 0.07 -0.05
C 1.5400 2.9410 3.5404 -0.01 0.02 0.02
C 1.5576 3.4590 4.8245 -0.01 0.02 -0.02
C 0.6775 2.9740 5.7835 0.00 0.00 0.02
C -0.2112 1.9585 5.4600 0.01 -0.02 0.02
C -0.2194 1.4230 4.1820 0.01 -0.01 0.02
H -2.1870 -0.4999 -3.6344 -0.01 0.02 0.02
H -1.8099 0.8987 -5.5888 -0.02 0.02 0.02
H -0.3935 2.7826 -5.6424 -0.01 0.01 0.01
H 0.7330 3.5820 -3.6139 0.02 0.00 -0.02
H 1.1388 3.0912 -1.1713 0.00 0.00 -0.03
H 2.2247 3.3023 2.7845 0.01 -0.01 0.00
H 2.2627 4.2401 5.0797 0.01 -0.01 0.00
H 0.6938 3.3805 6.7875 -0.01 0.00 0.00
H -0.8916 1.5723 6.2087 0.00 0.00 0.00
H -0.8871 0.6193 3.9127 -0.04 0.00 -0.03
O 0.9420 0.3138 -3.0663 0.10 0.02 -0.05
S 3.2896 -1.5220 -1.5182 -0.16 -0.12 0.28
O 3.9294 -0.4584 -2.2948 -0.04 0.00 -0.19
O 1.7849 -1.0493 -1.1992 0.40 -0.13 -0.02
C 2.6951 -2.7128 -2.7536 0.05 0.09 -0.13
C 3.0939 -2.5353 -4.0655 0.03 -0.09 0.01
C 2.5908 -3.3720 -5.0556 0.06 0.07 0.03
C 1.6957 -4.3771 -4.7286 -0.04 -0.04 0.03
C 1.2947 -4.5542 -3.4101 0.08 -0.13 -0.04
C 1.8039 -3.7281 -2.4241 -0.12 0.08 0.00
S 1.1234 -3.8353 -0.7855 0.18 0.04 0.40
O 0.6805 -5.1766 -0.5656 -0.37 0.04 -0.36
O 2.1057 -3.3216 0.1502 0.23 -0.30 -0.17
O 0.0064 -2.8071 -0.8778 0.22 -0.32 0.33
H 3.7747 -1.7250 -4.2925 -0.02 0.02 -0.01
H 2.8908 -3.2251 -6.0855 0.00 0.00 0.00
H 1.2913 -5.0172 -5.5022 0.01 -0.01 0.01
H 0.5862 -5.3248 -3.1365 -0.01 0.01 0.01
S -0.8946 -4.1602 3.3997 0.01 0.05 -0.07
C -0.4109 -3.0910 2.3422 -0.04 -0.04 0.18
N -0.0637 -2.2760 1.5616 0.40 -0.15 0.10
O -2.5358 -2.4079 -1.2388 -0.03 0.02 0.02
C -2.7534 -1.7328 -0.2606 0.04 0.05 -0.20
N -3.9846 -1.7302 0.3684 -0.04 -0.01 -0.02
C -4.0053 -0.8981 1.5319 0.00 0.03 0.01
C -2.6286 -0.1858 1.3513 -0.06 0.15 -0.10
O -2.3574 0.8111 1.9928 0.07 -0.02 -0.03
N -1.9025 -0.8090 0.3742 -0.13 -0.47 0.56
C -5.1709 0.0900 1.5213 -0.02 0.01 0.01
C -6.2337 -0.0894 0.6440 0.02 0.02 -0.04
C -7.3255 0.7692 0.6615 0.00 0.01 0.00
C -7.3664 1.8255 1.5563 -0.01 0.00 0.00
C -6.3049 2.0157 2.4309 0.00 0.01 0.01
C -5.2195 1.1549 2.4194 0.00 -0.03 0.03
C -4.0280 -1.6869 2.8483 0.04 -0.01 0.01
C -4.6914 -2.9077 2.9135 0.00 0.00 -0.01
C -4.7565 -3.6208 4.1002 0.02 -0.02 0.00
C -4.1578 -3.1220 5.2469 0.00 -0.01 0.01
C -3.4999 -1.9038 5.1934 0.01 0.01 0.02
C -3.4383 -1.1903 4.0062 0.01 -0.01 -0.01
H -4.5533 -2.5464 0.2339 -0.01 0.00 0.01
H -6.2021 -0.8950 -0.0767 0.00 0.00 0.00
H -8.1415 0.6106 -0.0329 0.00 0.00 0.00
H -8.2158 2.4971 1.5729 0.00 0.00 -0.01
H -6.3195 2.8430 3.1298 0.00 0.00 0.00
H -4.3930 1.3201 3.0941 -0.01 -0.01 0.01
H -5.1654 -3.3253 2.0340 0.00 0.00 0.00
H -5.2645 -4.5767 4.1229 -0.01 0.01 0.00
H -4.1940 -3.6841 6.1714 0.00 0.00 0.00
H -3.0187 -1.5070 6.0788 0.01 -0.01 0.00
H -2.9143 -0.2460 3.9696 -0.01 0.02 0.00
C 6.5393 2.8112 4.5703 0.04 0.03 0.01
C 5.5824 1.8001 4.0024 -0.04 -0.02 0.01
C 4.5839 1.2392 4.7793 0.01 -0.03 -0.01
C 3.6776 0.3087 4.2739 0.07 0.01 -0.02
C 2.6973 -0.2738 5.2561 0.03 -0.01 0.02
C 3.7514 -0.0430 2.9119 -0.14 -0.01 0.15
C 4.7937 0.4733 2.1290 -0.02 0.02 -0.05
C 5.0277 0.0495 0.7102 0.00 0.04 -0.03
C 5.6848 1.3820 2.6841 0.01 0.02 0.00
C 2.6621 -0.9527 2.3679 0.01 0.33 0.20
O 2.1600 -1.7903 3.0746 0.09 -0.15 -0.16
O 2.2710 -0.6597 1.1240 -0.15 -0.69 -0.05
H 6.3320 2.9999 5.6236 0.00 0.00 0.00
H 6.4681 3.7616 4.0370 0.00 0.00 0.00
H 7.5726 2.4687 4.4850 0.00 0.00 0.00
H 4.5014 1.5227 5.8236 0.00 0.01 -0.01
H 2.7193 0.3091 6.1782 -0.01 -0.02 -0.01
H 2.9538 -1.3088 5.4814 0.01 -0.01 0.00
H 1.6827 -0.2935 4.8778 -0.11 0.01 -0.06
H 4.7832 -0.9990 0.5681 0.02 -0.02 -0.01
H 6.0751 0.1992 0.4445 -0.01 0.01 -0.01
H 4.4222 0.6271 0.0124 -0.05 -0.02 -0.02
H 6.4850 1.7678 2.0600 0.01 0.00 0.01
```
Forces are in eV/Å.

***

Density functional theory data (the ωB97M-V functional and the def2-TZVPD basis) for a single H4NOPS2 molecule in a non-equilibrium geometry.

Results
SMILES: NP(O)SS
Molecular weight: 129.15 g/mol
Kohn-Sham gap: 7.81 eV

Geometry as XYZ:
```
9
Properties=species:S:1:pos:R:3:forces:R:3
N 1.8566 1.0335 0.2352 -0.34 -0.89 1.31
P 0.8935 0.2450 -0.8640 -2.36 -0.99 -1.02
O 0.8931 -1.3187 -0.3209 0.58 0.47 0.06
S -1.3391 0.7214 0.0752 0.22 0.71 -0.01
S -3.2371 -0.2319 -0.3588 1.73 0.93 -0.45
H 1.6089 1.9686 0.4692 -0.18 1.46 -1.04
H 1.8105 0.6933 1.1813 0.27 -1.22 0.50
H 0.2192 -1.8974 -0.7316 0.47 0.73 0.13
H -2.7057 -1.2137 0.3144 -0.38 -1.20 0.51
```
Forces are in eV/Å.